No. 1
# C33H71N10O6Si

5 unconnected molecules or ions with the total composition C33H71N10O6Si in a non-equilibrium geometry (ωB97M-V/def2-TZVPD, OMol25).

As for the total energy: -2588.16456 hartree. The LUMO energy comes out at -2.438 eV. The calculation puts the HOMO-LUMO gap at 7.74 eV. The charge is +1. Its largest force on an atom is 0.088 Eh/bohr.

Geometry as XYZ:
```
121
C33H71N10O6Si, DFT ωB97M-V/def2-TZVPD
C 5.6739 -3.1877 1.3823
C 6.5906 -3.1137 0.0666
C 6.2275 -1.9091 -0.9435
C 7.3519 -0.7705 -0.7713
C 6.7943 0.6929 -0.4070
C 5.5573 0.7007 0.6377
C 4.2789 1.2709 -0.1439
C 3.0830 1.7995 0.8028
C 3.0152 1.1083 2.2473
C 1.5638 1.0968 2.9394
C 0.7499 2.4744 2.8602
C -0.0450 2.7562 1.4992
C -0.5702 1.4721 0.6999
C -2.0625 0.9738 1.1544
C -2.1453 0.6055 2.7076
C -3.0361 1.5621 3.6126
C -2.7289 3.0344 3.9933
C -3.6387 3.9078 4.9336
C -4.9323 3.3036 5.5568
C -5.2805 1.8219 5.1621
C -4.3593 0.9612 4.2259
C -3.0673 2.1087 0.6457
N -4.3761 1.4004 0.3170
C -4.1222 0.5769 -0.9353
N -4.3040 1.4725 -2.1402
C -5.1655 -0.6472 -1.0909
C -6.5911 -0.3879 -0.4045
O -6.5634 -1.0132 0.9038
Si -8.1426 -1.1384 1.6202
C -8.8694 0.6483 1.6912
C -7.8539 -1.8775 3.3928
C -9.3493 -2.3121 0.7128
C -2.6417 -0.1090 -0.9258
O -2.2373 -0.3127 0.4455
H 6.1296 -4.0184 2.0502
H 4.6114 -3.5670 1.1322
H 5.6760 -2.2413 2.0246
H 6.4835 -4.1085 -0.5025
H 7.6911 -3.0908 0.4252
H 5.1504 -1.5393 -0.8726
H 6.3432 -2.3486 -2.0093
H 8.1916 -1.0383 -0.0347
H 7.8784 -0.6681 -1.8065
H 7.6689 1.2798 0.0642
H 6.5090 1.2542 -1.3672
H 5.8729 1.4148 1.4901
H 5.3837 -0.3168 1.1209
H 3.9042 0.4887 -0.9124
H 4.6023 2.1801 -0.7834
H 2.1176 1.7094 0.1845
H 3.3002 2.9237 0.9859
H 3.3048 -0.0041 2.0942
H 3.7581 1.5162 3.0130
H 0.9643 0.1707 2.5863
H 1.7517 0.8977 4.0662
H 0.0635 2.5420 3.7804
H 1.5132 3.3357 2.9887
H 0.6760 3.3159 0.7901
H -0.9274 3.4912 1.6555
H -0.7180 1.8188 -0.3977
H 0.1638 0.5982 0.6392
H -2.6072 -0.4532 2.7992
H -1.1161 0.5105 3.2276
H -1.7999 3.5533 3.5916
H -3.3889 4.9829 5.2276
H -5.6074 3.9097 6.2664
H -6.2567 1.4168 5.6104
H -4.7154 -0.1013 4.0281
H -2.7244 2.5607 -0.3645
H -3.2009 3.0020 1.3396
H -5.1720 2.0502 0.2172
H -4.5278 0.6958 1.0769
H -4.8118 0.9713 -2.8881
H -4.8862 2.2917 -1.9003
H -4.7163 -1.5743 -0.5596
H -5.3040 -0.9831 -2.1975
H -7.3651 -0.9797 -1.0335
H -6.9302 0.7044 -0.4125
H -9.7838 0.6756 1.0106
H -9.0830 0.9119 2.7837
H -8.0442 1.3777 1.3469
H -6.8696 -1.3825 3.7543
H -7.6149 -3.0090 3.3495
H -8.7402 -1.6460 4.0774
H -8.8586 -3.0394 -0.0211
H -10.1628 -1.7188 0.1454
H -9.9304 -2.9326 1.4975
H -1.8862 0.4372 -1.5843
H -2.7612 -1.1621 -1.3886
C 10.0470 1.5141 -2.3445
O 9.3484 0.7370 -2.9800
N 9.5709 2.6749 -1.8335
N 11.3565 1.2799 -2.0974
H 10.1277 3.3253 -1.3096
H 8.5993 2.8840 -1.9968
H 11.7468 0.4253 -2.4620
H 11.9479 1.9032 -1.5787
C -7.0918 0.2151 -4.5550
O -6.1832 -0.2190 -3.8521
N -7.9426 -0.5934 -5.2256
N -7.3200 1.5398 -4.7194
H -8.6915 -0.2598 -5.8052
H -7.8049 -1.5868 -5.1286
H -6.7069 2.1753 -4.2361
H -8.0571 1.9137 -5.2896
C 2.4494 -5.1014 -0.7515
O 2.9087 -4.8089 0.3416
N 1.1407 -4.9282 -1.0656
N 3.2070 -5.6245 -1.7461
H 0.7438 -5.1621 -1.9573
H 0.5451 -4.5417 -0.3517
H 4.1848 -5.7680 -1.5511
H 2.8495 -5.8716 -2.6508
C 8.1226 -1.7028 -5.2688
O 9.2500 -2.1371 -5.0872
N 7.6639 -0.5805 -4.6645
N 7.2299 -2.3099 -6.0946
H 6.7413 -0.2102 -4.8024
H 8.3012 -0.0960 -4.0386
H 7.5341 -3.1479 -6.5628
H 6.2998 -1.9708 -6.2584
```

=====

No. 2
# C33H72BF4N3

4 unconnected molecules or ions with the total composition C33H72BF4N3 in a non-equilibrium geometry (ωB97M-V/def2-TZVPD, OMol25).

As for the total energy: -1888.80765 hartree. The LUMO energy comes out at -3.377 eV. Its relative energy (zero: lowest compared OMol25 entry of this formula, charge and spin) is 7.5 kcal per mole. The calculation puts the HOMO-LUMO gap at 11.64 eV. The charge is +2. Its largest force on an atom is 0.062 Eh/bohr.

Geometry as XYZ:
```
113
C33H72BF4N3, DFT ωB97M-V/def2-TZVPD
B -0.4281 0.0208 0.2404
F -0.0182 0.9188 -0.7370
F -1.7580 -0.2251 -0.0040
F 0.3082 -1.1668 0.1150
F -0.4201 0.3917 1.5845
C -5.5950 -0.1722 4.0842
C -4.0814 -0.0557 4.1936
C -3.2593 -1.3751 4.0651
C -3.1919 -1.9226 2.5848
N -2.5692 -3.3073 2.3725
C -1.1363 -3.4682 2.8821
C -0.4630 -4.4748 1.9633
C -1.3491 -4.7012 0.7789
C -2.3215 -3.5528 0.8204
C -3.6597 -4.3288 2.9885
C -3.2768 -5.8357 2.9226
C -4.1258 -6.7534 3.8189
H -5.9540 0.5923 3.3953
H -6.1526 -0.1190 5.0193
H -5.9286 -1.1012 3.6218
H -3.9049 0.5449 5.0859
H -3.6197 0.5904 3.4469
H -3.6464 -2.1478 4.7294
H -2.2116 -1.2182 4.3218
H -2.5213 -1.2303 2.0758
H -4.0984 -1.8929 1.9802
H -1.2667 -3.8117 3.9083
H -0.8476 -2.4182 2.8343
H -0.3109 -5.4522 2.4213
H 0.4982 -4.0499 1.6738
H -1.7840 -5.7006 0.7705
H -0.8010 -4.6499 -0.1619
H -3.2383 -3.6699 0.2425
H -1.8785 -2.6701 0.3592
H -4.5431 -4.0143 2.4328
H -3.9037 -4.1347 4.0330
H -2.2874 -5.9442 3.3670
H -3.4144 -6.2620 1.9289
H -5.1771 -6.9153 3.5809
H -4.0222 -6.3598 4.8301
H -3.5721 -7.6921 3.8361
C -1.4871 -3.4999 -7.8489
C -2.2099 -3.9523 -6.4634
C -1.3837 -3.5077 -5.2348
C -1.2830 -1.9621 -5.1677
N -1.0180 -1.4414 -3.7639
C -2.1213 -1.8120 -2.6990
C -3.2359 -0.7736 -2.8995
C -2.6066 0.4049 -3.6439
C -1.1169 0.1262 -3.7828
C 0.3061 -1.9623 -3.1680
C 1.5742 -1.4747 -3.8941
C 2.8244 -1.7757 -3.0304
H -1.1499 -2.4818 -8.0434
H -2.1836 -3.7220 -8.6573
H -0.5671 -4.0664 -7.9930
H -2.5651 -4.9829 -6.4567
H -3.0969 -3.3257 -6.3704
H -0.3851 -3.9406 -5.1765
H -1.9244 -3.9265 -4.3860
H -2.1950 -1.5114 -5.5591
H -0.5303 -1.5078 -5.8120
H -1.7489 -1.8640 -1.6759
H -2.5430 -2.7856 -2.9490
H -3.8279 -0.4048 -2.0618
H -3.9939 -1.2043 -3.5538
H -2.8070 1.3207 -3.0878
H -3.1532 0.4711 -4.5846
H -0.6297 0.5787 -2.9191
H -0.7509 0.4940 -4.7413
H 0.1780 -3.0446 -3.1889
H 0.2954 -1.5671 -2.1523
H 1.4792 -0.4108 -4.1113
H 1.5922 -2.0212 -4.8370
H 2.7255 -1.2054 -2.1068
H 3.7534 -1.4341 -3.4869
H 2.8381 -2.8443 -2.8162
C 2.6560 8.0381 4.1675
C 4.0056 7.7724 3.4489
C 3.8438 7.0501 2.1758
C 3.3773 5.5918 2.4042
N 3.5914 4.6504 1.1801
C 2.4628 4.8899 0.1210
C 2.3560 3.5840 -0.6970
C 2.9933 2.4741 0.1591
C 3.3425 3.1519 1.4582
C 4.9804 4.8341 0.4412
C 6.1692 4.7570 1.4615
C 7.5070 4.4238 0.7414
H 1.9412 8.6689 3.6390
H 2.7310 8.5808 5.1098
H 2.1582 7.1311 4.5105
H 4.7062 7.2388 4.0911
H 4.4153 8.7816 3.4077
H 4.6954 7.2129 1.5151
H 3.0319 7.5757 1.6733
H 2.3523 5.4069 2.7255
H 3.9773 5.0225 3.1141
H 2.6197 5.7859 -0.4795
H 1.6181 5.1037 0.7759
H 2.9678 3.6625 -1.5957
H 1.3782 3.4307 -1.1538
H 3.8761 2.0928 -0.3540
H 2.3910 1.5869 0.3548
H 4.2593 2.7837 1.9185
H 2.4814 3.0589 2.1200
H 4.9148 5.8134 -0.0329
H 5.0847 4.1020 -0.3595
H 5.9899 4.0731 2.2911
H 6.4245 5.7087 1.9276
H 7.4866 3.3771 0.4381
H 8.3681 4.3920 1.4090
H 7.7251 4.9443 -0.1912
```

=====

No. 3
# C33H72F10N8O20S10

8 unconnected molecules or ions with the total composition C33H72F10N8O20S10 in a non-equilibrium geometry (ωB97M-V/def2-TZVPD, OMol25).

As for the total energy: -8223.41845 hartree. The LUMO energy comes out at 0.580 eV. Its relative energy (zero: lowest compared OMol25 entry of this formula, charge and spin) is 72.3 kcal per mole. The calculation puts the HOMO-LUMO gap at 5.70 eV. The charge is -2. Its largest force on an atom is 0.256 Eh/bohr.

Geometry as XYZ:
```
153
C33H72F10N8O20S10, DFT ωB97M-V/def2-TZVPD
C -1.0382 3.5219 2.5747
C -1.6900 3.6599 1.2339
C -1.0299 2.8796 0.0812
C -1.1410 1.3844 0.1468
N -0.7173 0.6014 -1.1317
C -0.4766 -0.9272 -0.9485
C -1.0180 -1.7145 -2.1778
C -1.5170 -0.6827 -3.1733
C -1.9201 0.5119 -2.1645
C 0.5391 1.2481 -1.8425
C 1.8216 1.5069 -0.9708
C 3.1323 1.6743 -1.6976
H 0.0296 3.3714 2.7337
H -1.4625 2.6126 3.0005
H -1.3647 4.3352 3.2227
H -1.8355 4.7349 1.1273
H -2.7643 3.5686 1.3939
H 0.0090 3.1805 0.2162
H -1.4795 3.2652 -0.8339
H -2.1572 1.0179 0.2922
H -0.5115 0.8753 0.8765
H 0.5797 -1.0604 -0.7150
H -1.1199 -1.1557 -0.0988
H -0.2749 -2.2564 -2.7629
H -1.7737 -2.3881 -1.7737
H -0.9237 -0.2150 -3.9590
H -2.4226 -1.0387 -3.6644
H -2.0389 1.5273 -2.5426
H -2.8635 0.2315 -1.6960
H 0.1913 2.1062 -2.4176
H 0.7755 0.6143 -2.6972
H 1.9300 0.5227 -0.5150
H 1.8524 2.2390 -0.1638
H 3.9713 1.6821 -1.0019
H 3.2541 2.6136 -2.2371
H 3.3078 0.8157 -2.3457
C 10.1039 -6.9385 6.1336
C 9.2911 -5.9675 6.7991
C 8.0188 -5.4347 5.9550
C 8.3389 -4.3585 4.8666
N 7.1209 -3.8859 4.0788
C 7.3868 -2.7707 3.0704
C 7.1456 -1.4243 3.6292
C 5.8534 -1.6867 4.3894
C 6.1427 -3.0845 4.9723
C 6.3684 -5.0101 3.3884
C 7.2872 -5.8642 2.4518
C 6.6326 -7.1693 1.8833
H 9.6928 -7.9477 6.1581
H 11.0882 -7.1253 6.5631
H 10.3372 -6.6516 5.1082
H 9.9636 -5.2240 7.2270
H 8.8133 -6.3483 7.7017
H 7.2383 -5.1511 6.6609
H 7.7025 -6.3036 5.3779
H 9.1174 -4.6122 4.1471
H 8.8333 -3.5317 5.3766
H 6.7324 -2.9349 2.2142
H 8.3991 -2.7685 2.6662
H 6.8852 -0.6871 2.8696
H 7.9613 -1.2200 4.3227
H 4.9981 -1.7306 3.7152
H 5.7166 -1.0018 5.2262
H 5.2700 -3.6083 5.3626
H 6.6535 -2.9947 5.9309
H 5.5494 -4.5602 2.8271
H 5.9478 -5.5903 4.2097
H 8.0436 -6.2181 3.1523
H 7.8051 -5.2832 1.6887
H 5.7737 -7.0426 1.2243
H 6.2019 -7.7300 2.7129
H 7.4167 -7.7858 1.4436
C -9.3001 -1.4195 -4.3380
C -8.1085 -1.0999 -3.4335
C -8.6170 -0.8086 -1.9679
C -9.1044 0.6407 -1.7886
N -10.0265 0.9918 -0.5326
C -10.3063 2.4733 -0.4488
C -11.4180 2.6591 -1.5446
C -12.2782 1.4017 -1.4494
C -11.5118 0.3610 -0.7264
C -9.3260 0.4845 0.7960
C -7.8873 1.1431 0.9523
C -7.2647 0.7913 2.2793
H -8.8210 -1.5625 -5.3066
H -10.1066 -0.6868 -4.3657
H -9.9255 -2.2543 -4.0215
H -7.4610 -0.3034 -3.8002
H -7.6090 -2.0483 -3.2362
H -7.8831 -1.0821 -1.2098
H -9.5071 -1.4162 -1.8043
H -9.7355 0.8818 -2.6440
H -8.2885 1.3636 -1.7819
H -10.7334 2.6392 0.5403
H -9.3411 2.9447 -0.6342
H -11.9642 3.5876 -1.3783
H -11.0429 2.9497 -2.5259
H -13.2783 1.5789 -1.0537
H -12.4372 0.9559 -2.4313
H -11.9731 0.1712 0.2428
H -11.2855 -0.6320 -1.1146
H -9.2427 -0.5960 0.6795
H -10.1150 0.8912 1.4287
H -7.9083 2.2081 0.7210
H -7.1558 0.7945 0.2233
H -6.9671 -0.2559 2.2249
H -8.0037 0.8591 3.0777
H -6.4686 1.4380 2.6483
N -1.2371 4.5373 -6.5078
S -0.2923 5.9748 -6.2685
O -0.3113 6.9246 -7.3700
O 0.9543 5.7842 -5.4918
F -1.3284 6.6744 -5.2478
S -0.7612 4.1584 -7.8733
O 0.6465 3.8724 -7.9808
O -1.3843 4.7557 -9.0721
F -1.4338 2.6619 -7.8901
N -4.6422 11.0589 2.0263
S -3.8241 9.9721 3.0374
O -2.4022 9.9705 2.9252
O -4.5166 8.8965 3.7875
F -3.6138 10.9840 4.2831
S -4.7763 10.0044 1.0344
O -5.8282 8.9994 1.2650
O -3.5616 9.5623 0.2997
F -5.4002 11.0587 -0.0904
N 11.1398 5.7852 -3.7894
S 9.8567 5.8887 -3.1020
O 9.6190 4.7142 -2.2646
O 8.7809 6.7704 -3.5833
F 10.5858 6.9192 -2.0372
S 10.5902 5.1312 -5.2325
O 10.2333 6.0496 -6.2787
O 9.6575 4.0411 -4.9948
F 11.9593 4.4874 -5.7714
N 5.0641 -6.0861 -5.3167
S 3.9561 -5.4454 -4.7150
O 2.8731 -6.1171 -4.0948
O 3.7333 -4.1186 -5.2351
F 4.8753 -5.0252 -3.4393
S 4.2339 -6.3256 -6.7927
O 4.5856 -5.2911 -7.8278
O 2.9009 -6.9442 -6.8307
F 5.0141 -7.5187 -7.3887
N 0.2261 -2.9785 4.0292
S -0.2171 -4.3664 4.1908
O -1.6476 -4.6468 4.1603
O 0.6529 -5.1905 5.0102
F 0.2576 -4.7960 2.7644
S -0.5818 -2.2997 5.2978
O -0.7208 -3.0311 6.5345
O -1.6928 -1.4373 4.8776
F 0.4958 -1.2803 5.8150
```